# 1
{
  "formula": "C3H11NS3",
  "method": "ωB97M-V/def2-TZVPD",
  "total_charge": 0,
  "energy_ha": -1370.18810,
  "homo_ha": -0.3221,
  "smiles": "NCCS.CSS",
  "elements": ["N", "C", "C", "S", "H", "H", "H", "H", "H", "H", "H", "C", "S", "S", "H", "H", "H", "H"],
  "xyz": [[-0.4473, -0.3654, 2.0564], [-0.9695, 0.6836, 1.1441], [-2.1098, 0.0807, 0.3973], [-2.4441, 1.0729, -1.0843], [0.4855, -0.1454, 2.3445], [-1.0204, -0.4120, 2.9166], [-0.1134, 1.0501, 0.5378], [-1.2914, 1.5918, 1.6757], [-1.8529, -0.9166, 0.1095], [-3.0068, -0.0412, 1.0479], [-3.3901, 0.2337, -1.4837], [2.8506, -0.1638, -0.5854], [1.6790, 0.5662, -1.7549], [0.8479, -1.2002, -2.5362], [2.3469, -0.3537, 0.3776], [3.6566, 0.5726, -0.5444], [3.2048, -1.1392, -0.9093], [1.5744, -1.1142, -3.7090]],
  "atomic_forces_ev_per_a": [[-0.88, 0.29, 0.49], [1.16, 0.29, 1.19], [-0.78, 0.18, -0.07], [-0.16, -0.03, 0.19], [0.45, 0.14, 0.24], [0.49, 0.01, -0.73], [-0.70, -0.61, -0.18], [-0.13, -0.15, 0.04], [0.37, -0.56, -0.36], [0.52, 0.46, -0.40], [-0.33, 0.00, -0.40], [-0.34, 0.02, 0.40], [-0.40, -0.98, -0.25], [0.68, 0.93, -0.78], [0.38, 0.44, -0.23], [0.05, -0.31, 0.45], [0.18, 0.21, -0.38], [-0.56, -0.31, 0.78]]
}

---

# 2
{
  "formula": "C24H19Br2N4O2S3Ti",
  "method": "ωB97M-V/def2-TZVPD",
  "total_charge": 1,
  "energy_ha": -8487.38416,
  "homo_ha": -0.3678,
  "elements": ["Ti", "O", "C", "C", "C", "C", "C", "C", "C", "O", "N", "N", "C", "C", "Br", "C", "C", "C", "C", "C", "C", "C", "H", "H", "H", "H", "H", "H", "H", "H", "H", "H", "H", "H", "H", "H", "S", "C", "S", "C", "N", "N", "C", "C", "C", "C", "C", "C", "S", "H", "H", "H", "H", "H", "Br"],
  "xyz": [[1.0816, -1.0112, -2.0258], [2.6771, -2.6140, -1.3854], [3.8736, -2.2523, -0.7558], [4.9643, -3.0919, -0.8276], [6.1439, -2.7268, -0.1913], [6.2242, -1.5313, 0.5051], [5.1167, -0.6974, 0.5551], [3.9263, -1.0476, -0.0663], [2.7489, -0.1154, -0.0296], [2.2642, 0.0578, -1.3595], [1.6004, -0.5941, 0.7430], [0.7612, -1.4044, 0.0332], [-0.0813, -2.1716, 0.6054], [-0.9973, -2.9930, -0.1637], [-0.6063, -3.0708, -2.0372], [-2.0173, -3.7251, 0.2819], [-2.5581, -3.7451, 1.6449], [-3.1330, -4.9338, 2.0956], [-3.6361, -5.0258, 3.3822], [-3.5955, -3.9195, 4.2192], [-3.0633, -2.7193, 3.7651], [-2.5473, -2.6293, 2.4834], [2.8621, -3.3007, -2.0448], [4.8997, -4.0255, -1.3753], [7.0017, -3.3829, -0.2482], [7.1438, -1.2433, 0.9944], [5.1761, 0.2513, 1.0763], [3.0373, 0.8455, 0.3937], [1.7535, -0.8246, 1.7181], [-0.1228, -2.2443, 1.6894], [-2.4974, -4.3931, -0.4259], [-3.1727, -5.7926, 1.4362], [-4.0705, -5.9544, 3.7262], [-4.0011, -3.9853, 5.2198], [-3.0718, -1.8464, 4.4036], [-2.2028, -1.6695, 2.1163], [1.3925, 5.6630, -1.2241], [0.4866, 4.3452, -1.5693], [1.2149, 2.7931, -1.8734], [-0.3499, 2.0664, -1.9444], [-1.3278, 2.8804, -1.7914], [-0.8680, 4.1564, -1.5994], [-1.8835, 5.1623, -1.4255], [-1.6997, 6.4424, -1.9171], [-2.7120, 7.3777, -1.7483], [-3.8890, 7.0412, -1.0989], [-4.0592, 5.7488, -0.6190], [-3.0595, 4.8053, -0.7802], [-0.7571, 0.3816, -2.2620], [-0.7886, 6.7114, -2.4296], [-2.5712, 8.3777, -2.1363], [-4.6712, 7.7770, -0.9706], [-4.9753, 5.4697, -0.1154], [-3.1910, 3.7966, -0.4169], [1.8269, -1.4681, -4.2299]],
  "atomic_forces_ev_per_a": [[-0.67, 0.22, -1.47], [0.06, -0.01, -0.02], [-0.12, -0.12, -0.08], [0.11, -0.02, 0.04], [-0.01, -0.01, -0.01], [-0.07, -0.01, -0.03], [0.06, 0.02, 0.07], [0.06, 0.00, -0.01], [-0.15, -0.13, -0.18], [0.66, 0.49, 1.12], [-0.26, 0.20, 0.02], [0.28, 0.00, 0.49], [-0.19, -0.17, 0.04], [0.25, 0.17, 0.09], [0.03, -0.08, 0.00], [-0.24, -0.12, 0.21], [0.12, -0.04, -0.17], [-0.01, -0.09, 0.07], [0.01, 0.02, -0.05], [0.01, 0.02, 0.02], [-0.01, -0.02, 0.00], [-0.07, 0.10, 0.04], [-0.06, 0.14, 0.03], [0.00, 0.01, 0.01], [-0.01, 0.00, 0.00], [-0.01, 0.00, 0.00], [0.01, -0.01, -0.01], [0.03, 0.09, -0.09], [0.03, -0.10, -0.08], [-0.01, -0.02, -0.04], [-0.05, 0.04, 0.01], [0.00, 0.01, 0.01], [0.00, 0.00, 0.00], [0.00, 0.01, 0.00], [0.00, 0.00, 0.00], [-0.02, -0.04, 0.01], [-0.01, 0.14, -0.03], [-0.19, -0.05, 0.23], [0.28, -0.20, -0.07], [-0.16, -0.34, 0.00], [0.22, 0.29, 0.00], [-0.29, 0.10, -0.10], [0.15, -0.11, 0.05], [-0.05, 0.10, -0.09], [0.04, 0.04, -0.02], [0.04, -0.08, 0.01], [-0.03, 0.04, -0.01], [0.00, -0.02, 0.06], [0.33, -0.28, -0.02], [-0.03, -0.02, 0.02], [-0.01, 0.00, 0.01], [0.00, 0.00, 0.00], [0.00, 0.01, 0.00], [0.01, 0.00, 0.00], [-0.11, -0.17, -0.07]]
}

---

# 3
{
  "formula": "C17H22N2O4S2",
  "method": "ωB97M-V/def2-TZVPD",
  "total_charge": 0,
  "energy_ha": -1867.68155,
  "homo_ha": -0.2827,
  "smiles": "CN[N+](C)(C)CC(S(=O)(=O)c1ccccc1)=[S@](=O)([O-])c1ccccc1",
  "elements": ["C", "N", "N", "C", "C", "C", "C", "S", "O", "O", "C", "C", "C", "C", "C", "C", "S", "O", "O", "C", "C", "C", "C", "C", "C", "H", "H", "H", "H", "H", "H", "H", "H", "H", "H", "H", "H", "H", "H", "H", "H", "H", "H", "H", "H", "H", "H"],
  "xyz": [[3.1177, -5.8006, 1.7059], [2.1860, -4.6993, 1.9391], [1.0539, -4.4596, 1.0498], [0.0968, -3.6962, 1.9348], [0.4471, -5.7812, 0.7326], [1.4621, -3.7023, -0.1784], [0.6314, -2.5331, -0.5353], [1.4416, -1.0379, -0.8381], [2.6835, -1.2637, -1.5415], [0.4798, -0.0584, -1.2900], [1.8163, -0.4753, 0.8324], [0.8966, 0.3098, 1.5263], [1.0477, 0.4655, 2.9064], [2.1353, -0.1174, 3.5596], [3.1105, -0.8018, 2.8314], [2.9764, -0.9414, 1.4467], [-0.9617, -2.6495, -1.2738], [-1.5193, -3.9286, -0.8448], [-0.8384, -2.3282, -2.6787], [-1.9881, -1.3733, -0.5040], [-2.2657, -0.1723, -1.1574], [-2.9386, 0.8458, -0.4827], [-3.3133, 0.6819, 0.8520], [-3.0979, -0.5478, 1.4753], [-2.5204, -1.6003, 0.7642], [4.1044, -5.3667, 1.4897], [3.1854, -6.3911, 2.6359], [2.8278, -6.4844, 0.8967], [2.6406, -3.8050, 2.0930], [-0.8555, -3.5889, 1.4070], [-0.0144, -4.3478, 2.8137], [0.5474, -2.7283, 2.1976], [-0.4520, -5.6152, 0.1389], [1.1655, -6.3913, 0.1780], [0.1923, -6.2264, 1.7008], [2.4935, -3.3527, -0.0205], [1.5295, -4.4247, -1.0282], [0.0648, 0.7696, 0.9981], [0.3050, 1.0378, 3.4624], [2.2383, -0.0174, 4.6427], [3.9837, -1.2281, 3.3264], [3.7480, -1.4071, 0.8363], [-1.9571, -0.0294, -2.1892], [-3.1531, 1.7778, -1.0056], [-3.7916, 1.4996, 1.3937], [-3.3879, -0.7057, 2.5130], [-2.4720, -2.5953, 1.1958]],
  "atomic_forces_ev_per_a": [[0.47, 0.10, 0.08], [-0.43, -0.08, 0.42], [0.35, -0.49, 1.36], [-0.13, -0.38, 0.07], [-0.31, -0.07, 0.15], [0.20, 0.39, -2.22], [-0.88, 1.03, -0.19], [-0.66, -0.11, 0.75], [0.08, 0.16, 0.33], [0.34, -0.19, -0.50], [0.51, -0.04, -0.23], [-0.03, -0.29, 0.27], [0.14, -0.01, -0.27], [0.03, -0.06, 0.14], [0.06, 0.07, -0.19], [-0.29, -0.11, 0.40], [1.33, 0.63, -0.06], [0.12, -0.02, -0.10], [-0.79, -0.33, 0.39], [-0.42, -0.04, -0.13], [0.07, 0.00, -0.02], [-0.02, -0.12, 0.03], [0.14, -0.12, -0.07], [-0.17, -0.11, -0.14], [0.37, 0.20, 0.11], [-0.16, -0.43, -0.10], [0.03, 0.15, -0.44], [0.26, 0.45, 0.31], [-0.09, -0.09, -0.20], [0.51, 0.08, 0.13], [0.01, 0.45, -0.24], [-0.24, -0.33, -0.17], [0.16, 0.14, 0.01], [-0.42, 0.22, 0.11], [0.12, -0.14, -0.34], [-0.40, -0.08, 0.01], [-0.10, 0.04, 0.79], [0.06, -0.25, 0.05], [0.24, -0.11, -0.10], [-0.03, -0.03, -0.34], [-0.18, 0.23, -0.03], [-0.15, -0.05, 0.14], [0.13, -0.08, 0.26], [0.06, -0.23, 0.16], [0.15, -0.24, -0.14], [-0.11, 0.03, -0.26], [0.08, 0.25, 0.04]]
}

---

Looking at LUMO level for the records above, in order, we have 0.505; -4.476; 0.228 eV.
Looking at relative energy (zero: lowest compared OMol25 entry of this formula, charge and spin) for the records above, in order, we have 0.037; 0.365; 4.225 eV.
Looking at frontier orbital gap for the records above, in order, we have 9.3; 5.5; 7.9 eV.